{"formula": "C2H2O2S", "method": "ωB97M-V/def2-TZVPD", "species": ["C", "C", "O", "O", "S", "H", "H"], "positions_angstrom": [[1.070, 0.048, 0.033], [-0.840, -0.046, 0.032], [0.131, 1.020, 0.138], [0.065, -1.055, 0.111], [2.631, 0.042, 0.039], [-1.847, -0.072, 0.632], [-1.210, 0.062, -0.986]], "atomic_forces_ev_per_a": [[-5.9, -2.1, -0.7], [-3.2, 1.5, -1.1], [-1.0, 0.7, 1.1], [2.4, 0.0, 0.8], [5.4, -0.1, 0.3], [2.4, 0.1, 0.0], [-0.2, -0.1, -0.5]], "lowdin_spin": [0.6223, 0.0133, 0.1899, 0.1373, 1.0149, 0.0094, 0.0127], "e_homo_ev": [-6.104, -10.090], "orbital_gap_ha": [0.2569, 0.2444], "total_charge": 0, "spin_multiplicity": 3}

{"formula": "C2H2O2S", "method": "ωB97M-V/def2-TZVPD", "species": ["C", "C", "O", "O", "S", "H", "H"], "positions_angstrom": [[-0.113, -0.075, 0.112], [1.269, -0.041, 0.093], [-3.013, 0.356, -0.341], [0.429, 1.081, 0.030], [-2.125, -0.782, -0.129], [1.716, -0.266, 1.103], [1.837, -0.272, -0.868]], "atomic_forces_ev_per_a": [[-6.0, -3.1, 1.7], [4.0, -2.7, -0.8], [-0.3, 0.8, -0.2], [0.1, 4.3, -0.6], [2.5, -0.2, -0.3], [0.2, 0.5, -1.4], [-0.5, 0.5, 1.5]], "lowdin_spin": [0.5946, 0.0770, 0.4578, 0.2103, 0.6451, 0.0076, 0.0075], "e_homo_ev": [-6.752, -10.382], "orbital_gap_ha": [0.2530, 0.3254], "total_charge": 0, "spin_multiplicity": 3}

{"formula": "C2H2O2S2", "method": "ωB97M-V/def2-TZVPD", "species": ["C", "C", "S", "S", "O", "O", "H", "H"], "positions_angstrom": [[-1.837, -0.845, -0.868], [-0.838, -1.146, -0.251], [0.598, -1.402, 0.674], [1.103, 0.706, 0.473], [2.453, 0.774, -0.021], [0.068, 1.304, -0.248], [-2.426, -0.447, -1.659], [0.879, 1.055, 1.900]], "atomic_forces_ev_per_a": [[1.5, -0.1, 0.2], [-0.2, -0.5, 0.3], [-1.1, 0.8, -0.9], [1.5, -1.3, 2.1], [-0.5, 0.1, 1.1], [-1.6, 1.5, -0.9], [-0.5, -0.2, 0.1], [0.9, -0.3, -2.1]], "nbo_charge": [-0.1731, -0.2706, 0.0905, 1.8482, -0.8846, -0.8951, 0.2450, 0.0395], "e_homo_ev": -9.696, "orbital_gap_ha": 0.3369, "total_charge": 0, "smiles": "C#CS[SH](=O)=O"}

{"formula": "C2H2O2Sn", "method": "ωB97M-V/def2-TZVPD", "species": ["H", "C", "C", "H", "O", "O", "Sn"], "positions_angstrom": [[1.427, 0.947, -1.335], [0.542, 1.128, -0.674], [-0.583, 1.465, -0.304], [-1.599, 1.779, -0.481], [0.607, -1.431, 0.178], [0.714, -2.074, 1.521], [-1.108, -1.814, 1.093]], "atomic_forces_ev_per_a": [[-1.1, 0.0, 1.7], [-1.5, 0.9, -0.8], [2.2, -0.5, -1.9], [0.4, -0.1, 0.9], [1.1, 0.2, -0.7], [3.4, -0.6, 1.0], [-4.4, 0.3, -0.2]], "lowdin_spin": [0.0022, 0.0301, 0.0271, 0.0052, 0.0644, 0.1139, 0.7571], "e_homo_ev": [-0.647, -3.518], "orbital_gap_ha": [0.1789, 0.2822], "total_charge": -1, "spin_multiplicity": 2}

{"formula": "C2H2O3", "method": "ωB97M-V/def2-TZVPD", "species": ["C", "C", "O", "O", "O", "H", "H"], "positions_angstrom": [[0.288, 0.308, 0.295], [-0.551, -2.414, 0.001], [-0.901, -2.817, -1.002], [-0.822, 0.762, -0.214], [1.068, 1.388, 0.475], [-1.010, 1.679, -0.285], [1.928, 1.094, 0.730]], "atomic_forces_ev_per_a": [[0.6, 1.6, -0.4], [-0.5, -0.9, -0.9], [0.4, 0.6, 0.9], [-1.1, -2.9, 0.1], [-0.8, 0.1, -0.2], [0.5, 2.0, 0.0], [1.0, -0.4, 0.5]], "nbo_charge": [0.4368, 0.5109, -0.5286, -0.6895, -0.7137, 0.4863, 0.4978], "e_homo_ev": -9.588, "orbital_gap_ha": 0.3794, "total_charge": 0}

{"formula": "C2H2O3S", "method": "ωB97M-V/def2-TZVPD", "species": ["C", "C", "O", "O", "O", "S", "H", "H"], "positions_angstrom": [[0.764, -1.583, 0.064], [0.217, -0.502, 0.410], [3.396, 0.724, -1.241], [1.358, -2.388, -0.532], [2.843, 1.252, 1.082], [3.363, 0.332, 0.139], [-0.045, 0.133, -0.385], [0.279, -0.257, 1.455]], "atomic_forces_ev_per_a": [[2.1, -2.3, -3.0], [-0.9, 1.6, 2.6], [0.0, -0.2, 0.3], [-0.3, -0.7, 0.9], [-0.2, 0.6, 0.7], [0.3, -0.4, -1.1], [-0.6, 0.9, -0.6], [-0.5, 0.5, 0.1]], "nbo_charge": [0.6942, -0.7798, -0.8301, -0.4555, -0.8390, 1.6655, 0.2767, 0.2680], "e_homo_ev": -9.853, "orbital_gap_ha": 0.3258, "total_charge": 0}

{"formula": "C2H2O3S", "method": "ωB97M-V/def2-TZVPD", "species": ["C", "C", "O", "O", "O", "S", "H", "H"], "positions_angstrom": [[0.540, -0.827, 0.156], [1.641, -0.079, -0.009], [-2.718, 0.381, -1.024], [-1.021, 1.150, 0.555], [-0.384, -1.600, 0.336], [-2.077, 0.262, 0.238], [1.598, 0.935, 0.410], [2.421, -0.221, -0.661]], "atomic_forces_ev_per_a": [[-2.0, -2.8, 0.9], [-1.1, 2.3, 1.0], [-0.1, 0.1, -1.1], [1.3, 1.1, 0.1], [1.6, 1.0, -0.8], [-2.0, -0.8, 1.3], [0.2, 0.0, 0.1], [2.1, -0.9, -1.5]], "lowdin_spin": [0.6219, 0.7118, 0.0490, -0.0027, 0.4288, 0.0606, 0.0666, 0.0640], "e_homo_ev": [-6.680, -11.064], "orbital_gap_ha": [0.2418, 0.2956], "total_charge": 0, "spin_multiplicity": 3}

{"formula": "C2H2O4", "method": "ωB97M-V/def2-TZVPD", "species": ["C", "C", "O", "O", "O", "O", "H", "H"], "positions_angstrom": [[1.890, 0.223, 0.094], [-0.750, -0.257, -0.615], [1.333, 1.176, 0.386], [2.427, -0.737, -0.188], [-0.415, -1.027, 0.332], [-1.629, 0.655, -0.287], [-0.820, -1.046, 1.370], [-2.036, 1.013, -1.092]], "atomic_forces_ev_per_a": [[-0.2, 0.3, 0.0], [-0.4, 0.5, -1.9], [-0.7, 2.1, 0.7], [1.5, -2.1, -0.6], [-0.3, -1.8, 4.5], [-1.1, 0.1, 0.7], [0.7, 0.9, -3.6], [0.6, 0.0, 0.2]], "nbo_charge": [1.0285, 0.4152, -0.5317, -0.5004, -0.6906, -0.6957, 0.4644, 0.5102], "e_homo_ev": -9.136, "orbital_gap_ha": 0.3567, "total_charge": 0}